1.
{"formula": "C4H9N3", "method": "ωB97M-V with the def2-TZVPD basis set", "lumo_ev": 0.8, "e_homo_ev": -9.0, "total_energy_ev": -8762.0179, "orbital_gap_ha": 0.3604, "smiles": "C/C=N\\C.N#CN", "relative_energy_kj_mol": 241.9, "elements": ["N", "N", "N", "C", "C", "C", "C", "H", "H", "H", "H", "H", "H", "H", "H", "H"], "positions_angstrom": [[1.86, 1.19, -1.01], [-0.31, -0.53, 0.45], [2.61, -0.62, 0.53], [2.09, 0.36, -0.23], [-0.98, 0.47, 0.80], [-1.95, 1.46, 0.14], [-0.40, -1.33, -0.69], [-1.46, -1.61, -1.07], [2.14, -0.84, 1.36], [3.16, -1.23, 0.07], [0.32, -0.92, -1.48], [0.06, -2.32, -0.52], [-0.67, 0.91, 1.85], [-2.48, 2.17, 0.79], [-2.68, 0.87, -0.45], [-1.32, 1.98, -0.54]]}

2.
{"formula": "C4H9N3", "method": "ωB97M-V with the def2-TZVPD basis set", "lumo_ev": 0.9, "e_homo_ev": -8.4, "total_energy_ev": -8762.3418, "orbital_gap_ha": 0.3417, "smiles": "C=C(C)/N=C/NN", "relative_energy_kj_mol": 210.6, "elements": ["N", "N", "N", "C", "C", "C", "C", "H", "H", "H", "H", "H", "H", "H", "H", "H"], "positions_angstrom": [[2.89, -1.20, 1.18], [2.02, -1.05, 0.06], [0.20, 0.16, -0.73], [-1.54, 1.87, -0.95], [0.77, -0.53, 0.21], [-1.18, 0.47, -0.56], [-2.03, -0.49, -0.08], [2.74, -2.10, 1.67], [2.56, -0.74, -0.77], [-2.63, 2.03, -1.20], [-3.08, -0.27, 0.14], [-1.18, 2.55, -0.15], [-1.73, -1.56, 0.11], [0.27, -0.76, 1.18], [-0.95, 1.99, -1.93], [2.85, -0.40, 1.82]]}

3.
{"formula": "C4H9N3O", "method": "ωB97M-V with the def2-TZVPD basis set", "lumo_ev": 0.1, "e_homo_ev": -8.6, "total_energy_ev": -10802.8323, "orbital_gap_ha": 0.3191, "relative_energy_kj_mol": 929.1, "elements": ["O", "N", "N", "N", "C", "C", "C", "C", "H", "H", "H", "H", "H", "H", "H", "H", "H"], "positions_angstrom": [[-1.45, -1.19, 1.51], [-1.83, 0.32, -2.02], [0.71, 0.29, 0.78], [1.94, -0.32, -0.15], [3.04, -0.79, 0.58], [-0.95, -0.22, -0.98], [-1.57, -0.26, 0.44], [-0.43, 0.76, 0.08], [-1.21, 0.45, -2.96], [2.83, -0.43, 1.73], [-0.34, -1.18, -1.08], [-0.24, -1.05, 2.05], [-0.40, 1.77, -0.02], [3.93, -0.80, 0.00], [-2.58, 1.13, -2.06], [1.17, 1.32, 1.38], [-2.63, 0.21, 0.73]]}

4.
{"formula": "C4H9N3O", "method": "ωB97M-V with the def2-TZVPD basis set", "lumo_ev": 0.6, "e_homo_ev": -8.1, "total_energy_ev": -10804.6345, "orbital_gap_ha": 0.3183, "relative_energy_kj_mol": 755.2, "elements": ["O", "N", "N", "N", "C", "C", "C", "C", "H", "H", "H", "H", "H", "H", "H", "H", "H"], "positions_angstrom": [[-0.90, -1.28, 1.34], [2.39, 2.10, 0.39], [-3.29, -1.41, 0.00], [-1.01, -0.79, 0.00], [1.19, -0.39, 0.22], [-0.03, -0.03, -0.37], [-2.24, -0.94, -0.57], [2.27, 0.65, -0.28], [3.32, 0.26, -0.02], [2.04, 0.64, -1.45], [-1.75, -1.66, 1.13], [-2.22, -0.39, -1.46], [-4.14, -1.03, -0.54], [1.28, -1.11, 1.04], [-0.11, 0.79, -1.15], [1.39, 2.68, 0.04], [1.82, 1.90, 1.68]]}

5.
{"formula": "C4H9N3O", "method": "ωB97M-V with the def2-TZVPD basis set", "lumo_ev": 0.9, "e_homo_ev": -8.7, "total_energy_ev": -10808.6272, "orbital_gap_ha": 0.3536, "smiles": "C=NN(C)NC(C)=O", "relative_energy_kj_mol": 370.0, "elements": ["O", "N", "N", "N", "C", "C", "C", "C", "H", "H", "H", "H", "H", "H", "H", "H", "H"], "positions_angstrom": [[1.28, -0.73, 1.40], [-1.44, -0.97, -0.25], [0.63, 0.24, -0.53], [-0.72, 0.28, -0.16], [-1.28, 1.49, 0.53], [1.51, -0.40, 0.28], [2.83, -0.59, -0.37], [-2.66, -1.04, 0.07], [-3.19, -0.29, 0.52], [0.74, 0.32, -1.58], [3.70, -0.79, 0.34], [-1.91, 1.34, 1.41], [-3.33, -1.82, -0.26], [3.27, 0.34, -0.94], [-0.32, 2.09, 0.86], [2.87, -1.46, -1.14], [-1.98, 1.99, -0.19]]}

6.
{"formula": "C4H9N3O", "method": "ωB97M-V with the def2-TZVPD basis set", "lumo_ev": [-0.2, -0.2], "e_homo_ev": [-7.0, -7.0], "total_energy_ev": -10802.0873, "orbital_gap_ha": [0.2504, 0.2503], "relative_energy_kj_mol": 1001.0, "elements": ["O", "N", "N", "N", "C", "C", "C", "C", "H", "H", "H", "H", "H", "H", "H", "H", "H"], "positions_angstrom": [[-2.13, -0.50, -1.62], [0.26, 0.58, -0.68], [-0.34, -1.78, -1.68], [-1.12, 0.54, 0.52], [-0.05, -0.34, 0.75], [0.80, 1.65, -1.07], [0.61, 0.08, 2.07], [-1.06, -0.75, -1.10], [0.29, -0.64, 2.83], [0.26, 1.04, 2.44], [1.68, 0.21, 1.96], [0.30, 2.23, -1.85], [0.41, -2.16, -1.13], [-0.91, -2.38, -2.26], [-1.28, 1.47, 0.89], [1.71, 1.98, -0.59], [0.58, -1.21, 0.52]]}

7.
{"formula": "C4H9N3O", "method": "ωB97M-V with the def2-TZVPD basis set", "lumo_ev": 0.7, "e_homo_ev": -8.7, "total_energy_ev": -10807.2646, "orbital_gap_ha": 0.3461, "relative_energy_kj_mol": 501.5, "elements": ["O", "N", "N", "N", "C", "C", "C", "C", "H", "H", "H", "H", "H", "H", "H", "H", "H"], "positions_angstrom": [[0.73, 0.01, 0.68], [-0.28, -0.08, -1.41], [-1.43, -0.52, 0.44], [-2.61, -0.96, 2.28], [-1.47, -0.49, 1.89], [1.96, -0.49, 0.42], [-0.33, -0.23, -0.12], [0.17, 1.11, -2.25], [-1.19, -0.33, -1.56], [2.61, 0.39, 0.14], [1.28, 1.29, -2.21], [-0.26, 0.89, -3.34], [-2.66, -0.78, 3.39], [2.07, -0.93, -0.53], [2.38, -1.07, 1.22], [-0.37, 1.92, -1.90], [-0.60, 0.28, 2.85]]}

8.
{"formula": "C4H9N3O", "method": "ωB97M-V with the def2-TZVPD basis set", "lumo_ev": [0.1, 0.1], "e_homo_ev": [-6.6, -7.0], "total_energy_ev": -10805.3103, "orbital_gap_ha": [0.2472, 0.2614], "smiles": "C/N=C(C)\\C(N)=N/O", "relative_energy_kj_mol": 690.0, "elements": ["O", "N", "N", "N", "C", "C", "C", "C", "H", "H", "H", "H", "H", "H", "H", "H", "H"], "positions_angstrom": [[-0.68, 0.25, 2.13], [0.60, 0.54, 1.59], [-0.60, -0.25, -1.12], [1.45, 1.63, -0.33], [0.64, 0.70, 0.27], [1.04, -1.90, -0.19], [0.26, -0.63, -0.21], [-1.90, 0.36, -0.87], [-1.87, 1.41, -1.19], [1.62, -1.98, 0.73], [-0.52, 0.20, 3.08], [1.72, -1.93, -1.05], [-2.25, 0.27, 0.16], [-2.64, -0.13, -1.51], [0.35, -2.75, -0.27], [1.38, 1.67, -1.34], [1.39, 2.54, 0.11]]}